[1]
# C25H32N2O6

An isolated molecule of C25H32N2O6 (wB97M-V/def2-TZVPD, OMol25).

Structure (XYZ):
```
65
Properties=species:S:1:pos:R:3
C -2.48 -1.34 -3.14
H -2.74 -0.28 6.52
O 5.88 1.30 -0.91
H 7.30 1.55 0.45
N -2.07 -0.03 -2.70
H 7.15 0.06 -5.09
H -5.05 -0.49 2.02
O -1.79 1.58 -1.16
H -3.19 -1.59 7.64
C -4.89 -0.43 6.84
H 7.03 3.72 -0.69
H 6.74 3.91 1.04
C 2.22 1.82 -0.98
H 6.35 -1.26 -5.97
C 4.27 0.78 -2.54
H -5.77 -2.13 3.24
O 0.64 0.08 -4.60
H 5.66 1.67 1.12
C 0.05 0.68 -3.72
C -2.02 -1.64 -0.05
H -3.01 -1.86 -2.34
C -1.48 0.82 -3.72
O -3.55 -1.98 5.69
H 2.72 0.32 -3.95
O -3.89 -2.86 2.77
C -2.45 -2.41 1.01
H -1.15 -1.95 -0.62
C -4.85 -2.47 3.73
H -0.05 1.69 -1.98
C 6.37 3.47 0.12
H -5.69 0.32 4.93
C -2.68 -0.46 -0.38
H 6.90 -1.50 -4.30
H -4.26 0.87 0.16
C 2.97 0.75 -2.99
C -5.46 -0.63 5.42
H -4.84 0.62 7.12
H -5.49 -0.96 7.57
H 3.72 2.29 0.45
H -1.86 0.53 -4.70
H -3.14 -1.25 -4.00
C -4.34 -1.38 4.68
C 3.53 1.86 -0.52
H -6.36 -1.23 5.45
C -3.76 -0.06 0.39
C 6.47 -0.79 -5.00
H 1.42 2.22 -0.37
H 4.43 -1.16 -4.38
N 0.60 1.26 -2.64
C 6.30 1.95 0.27
H -1.61 -1.93 -3.43
C -3.55 -2.02 1.77
C 4.57 1.34 -1.27
C -3.49 -1.05 6.74
H -5.06 -3.37 4.31
H 5.38 3.88 -0.09
H -1.94 -3.32 1.27
H 4.68 0.42 -5.18
C 5.12 -0.31 -4.48
H -3.71 -0.67 4.12
H -1.75 1.86 -3.51
C 1.94 1.27 -2.22
C -4.20 -0.83 1.45
C -2.15 0.44 -1.44
O 5.34 0.29 -3.22
```

## Properties
SMILES: CCOc1ccc(NC(=O)CN(C)C(=O)c2ccc(OC[C@H]3CCCO3)cc2)cc1OCC
Strongest force on any atom: 0.6 eV Å⁻¹
Orbital gap: 8.09 eV
ΔE to the lowest compared entry with this formula, charge and spin: 44.1 kcal/mol
DFT total energy: -1532.79432 Ha

Atom charges from the Mulliken analysis, given in e for atoms 1 to 5:
1. C -1.0502
2. H 0.2925
3. O -0.4990
4. H 0.3547
5. N 0.1900


[2]
# C4H7NO

An isolated molecule of C4H7NO (wB97M-V/def2-TZVPD, OMol25).

Structure (XYZ):
```
13
Properties=species:S:1:pos:R:3
C -0.72 0.76 2.21
H -1.05 -0.22 2.61
C 0.91 -1.32 -1.73
H 0.19 -2.13 -1.63
C -0.82 0.91 0.71
O -0.33 1.64 2.93
H 1.93 -1.69 -1.55
H -1.88 1.09 0.48
N -0.45 -0.30 -0.01
H 0.88 -0.93 -2.75
C 0.54 -0.21 -0.79
H -0.25 1.80 0.41
H 1.13 0.72 -0.86
```

## Properties
SMILES: C/C=N/CC=O
Strongest force on any atom: 0.5 eV Å⁻¹
Orbital gap: 10.72 eV
ΔE to the lowest compared entry with this formula, charge and spin: 36.5 kcal/mol
DFT total energy: -286.57340 Ha

Atom charges from the Mulliken analysis, given in e for atoms 1 to 5:
1. C 0.0475
2. H 0.3621
3. C -0.9801
4. H 0.2611
5. C -0.4316